45
Properties=species:S:1:pos:R:3:forces:R:3 method="wB97M-V/def2-TZVPD" charge=-1 relative_energy_kcal_mol=0.00 e_tot_ev=-72789.2272 homo_energy_ev="-5.04 / -4.59" spin_multiplicity=2
Mn -0.112 0.547 0.133 -0.1487 0.0698 -0.5103
N 0.176 0.369 -1.954 0.1034 0.0635 -0.0592
C 1.550 -0.119 -2.193 0.0209 -0.0273 0.0561
C 2.491 0.320 -1.062 -0.1192 -0.0390 0.1020
O 3.708 0.347 -1.236 0.0415 -0.0169 -0.0552
N 1.810 0.578 0.057 0.0775 0.0351 0.1122
C 2.489 0.941 1.279 -0.0584 -0.0472 0.0540
C 1.433 1.249 2.352 -0.0209 0.0110 -0.1023
O 1.775 1.668 3.448 0.0298 -0.0130 0.0208
O 0.194 1.056 1.994 0.1588 -0.0335 0.1473
H -0.516 -0.244 -2.372 -0.0055 -0.0134 0.0404
H 0.056 1.289 -2.364 -0.0198 -0.0360 -0.0431
H 1.954 0.191 -3.159 0.0173 0.0471 0.0258
H 1.527 -1.210 -2.176 0.0174 0.0062 -0.0179
H 3.136 1.814 1.156 -0.0304 0.0232 0.0072
H 3.131 0.136 1.652 -0.0026 0.0012 -0.0107
O -3.463 -1.553 -0.969 -0.0016 0.0438 -0.0448
C -2.735 -0.770 -0.367 -0.1432 -0.0694 0.0857
O -1.499 -0.937 -0.085 0.1536 -0.0741 0.0951
C -3.312 0.568 0.133 -0.0025 0.0621 0.0670
P -2.014 1.823 -0.136 -0.0481 -0.0051 0.1290
C -2.502 3.247 0.893 -0.0024 0.0168 -0.0378
C -3.647 3.998 0.626 -0.0017 0.0053 -0.0452
C -4.001 5.054 1.449 0.0057 0.0064 0.0068
C -3.209 5.370 2.548 -0.0062 0.0157 0.0073
C -2.072 4.627 2.820 0.0032 -0.0133 -0.0071
C -1.713 3.565 1.997 -0.0508 -0.0144 0.0338
C -2.344 2.424 -1.830 -0.0340 -0.0007 0.0076
C -1.800 3.642 -2.242 0.0067 -0.0005 -0.0127
C -1.936 4.068 -3.554 0.0014 0.0040 -0.0017
C -2.609 3.278 -4.477 -0.0036 -0.0076 -0.0057
C -3.145 2.063 -4.079 0.0051 0.0147 -0.0147
C -3.015 1.635 -2.763 0.0130 -0.0156 0.0034
H -3.412 0.495 1.220 0.0049 -0.0290 -0.0166
H -4.289 0.783 -0.298 0.0163 0.0332 -0.0183
H -4.258 3.758 -0.237 0.0003 -0.0023 0.0085
H -4.891 5.632 1.236 -0.0003 -0.0001 -0.0031
H -3.484 6.197 3.191 0.0004 -0.0009 0.0002
H -1.455 4.864 3.678 -0.0002 0.0015 0.0014
H -0.844 2.957 2.222 0.0262 -0.0040 -0.0101
H -1.271 4.261 -1.527 -0.0012 -0.0040 0.0041
H -1.513 5.018 -3.857 -0.0002 -0.0004 -0.0048
H -2.713 3.609 -5.503 -0.0009 0.0010 -0.0010
H -3.668 1.439 -4.793 -0.0003 0.0014 -0.0008
H -3.434 0.677 -2.473 -0.0008 0.0048 0.0076